[1]
C48H39BrIrN5O5PS3 as an isolated structure. Source: the Open Molecules 2025 dataset; level of theory: ωB97M-V/def2-TZVPD.

energy relative to the best compared isomer or geometry (same formula, charge and spin): 4.83 kcal/mol
calculated total energy: -182755.8510 eV
largest force on an atom: 1.3 eV Å⁻¹
2S+1: 6
HOMO-LUMO gap (alpha / beta): 6.31 / 4.91 eV
lowest unoccupied orbital energy (alpha / beta): -5.62 / -8.19 eV
total charge: +2

Last column: Löwdin spin population.
Positions of all 103 atoms, in Å:
Ir 0.134 -0.486 0.806  1.12
S 2.670 0.808 -0.531  0.99
C 2.323 1.259 -2.179  0.25
N 2.971 0.796 -3.266  0.34
C 2.346 1.100 -4.544  0.03
C 1.783 2.517 -4.551  0.02
N 0.881 2.708 -3.423  0.16
C -0.298 3.555 -3.579  0.03
C -1.222 2.997 -4.638  0.01
C -1.587 3.753 -5.743  0.00
C -2.410 3.208 -6.720  0.00
C -2.861 1.903 -6.601  0.00
C -2.502 1.143 -5.495  0.00
C -1.687 1.689 -4.516  0.00
C 1.227 2.124 -2.276  0.19
S 0.464 2.374 -0.742  0.71
C 4.254 0.104 -3.218  0.03
C 5.395 1.077 -3.455  0.02
C 5.792 1.947 -2.444  0.01
C 6.845 2.824 -2.648  0.00
C 7.501 2.843 -3.872  0.00
C 7.104 1.984 -4.885  0.00
C 6.050 1.104 -4.680  0.00
H 1.532 0.386 -4.712  0.01
H 3.080 0.988 -5.339  0.00
H 1.230 2.680 -5.475  0.00
H 2.601 3.243 -4.499  0.00
H 0.014 4.569 -3.842  0.01
H -0.802 3.601 -2.613  0.02
H -1.233 4.773 -5.841  0.00
H -2.696 3.803 -7.577  0.00
H -3.491 1.475 -7.369  0.00
H -2.858 0.126 -5.395  0.00
H -1.405 1.098 -3.649  0.00
H 4.254 -0.664 -3.990  0.01
H 4.353 -0.382 -2.248  0.01
H 5.281 1.935 -1.487  0.01
H 7.158 3.486 -1.853  0.00
H 8.321 3.529 -4.034  0.00
H 7.623 1.988 -5.834  0.00
H 5.755 0.425 -5.472  0.00
O -6.535 1.374 1.765  0.01
N -5.741 2.153 2.257  0.01
O -6.044 3.135 2.900  0.01
C -4.307 1.875 2.092  0.08
C -3.461 2.522 2.956  -0.02
C -2.087 2.268 2.975  0.07
C -1.152 2.874 3.901  0.00
C 0.139 2.529 3.894  0.05
C 0.678 1.481 2.973  0.03
N -0.278 0.963 2.036  0.18
C -1.574 1.337 2.076  -0.03
C -2.424 0.719 1.120  0.01
N -1.802 -0.119 0.237  -0.01
C -2.521 -0.713 -0.701  0.03
C -3.898 -0.520 -0.792  -0.01
C -4.551 0.300 0.098  0.02
C -3.812 0.962 1.105  -0.01
H -3.887 3.226 3.660  0.00
H -1.517 3.632 4.583  0.00
H 0.866 2.986 4.552  0.00
H 1.559 1.856 2.439  0.01
H -1.996 -1.349 -1.400  0.00
H -4.451 -1.022 -1.573  0.00
H -5.615 0.440 0.027  0.00
O 3.577 -0.099 3.583  0.00
S 2.295 -0.603 3.253  0.00
O 1.138 0.356 3.794  0.02
O 2.056 -0.830 1.826  0.02
C 1.862 -2.023 4.199  0.00
C 2.694 -2.369 5.253  0.00
C 2.339 -3.432 6.066  0.00
C 1.158 -4.122 5.827  0.00
C 0.332 -3.764 4.772  0.01
C 0.675 -2.709 3.930  0.03
P -0.475 -2.307 2.560  0.16
C -2.034 -2.014 3.450  0.02
C -3.212 -2.705 3.174  0.01
C -4.377 -2.393 3.862  0.00
C -4.375 -1.401 4.831  0.01
C -3.196 -0.730 5.129  0.00
C -2.033 -1.026 4.439  0.01
C -0.620 -3.847 1.622  0.01
C 0.364 -4.832 1.684  0.01
C 0.298 -5.932 0.841  0.00
C -0.741 -6.054 -0.068  0.01
C -1.712 -5.065 -0.150  0.00
C -1.644 -3.958 0.678  0.01
H 3.601 -1.803 5.421  0.00
H 2.981 -3.714 6.889  0.00
H 0.877 -4.947 6.469  0.00
H -0.588 -4.305 4.590  0.00
H -3.222 -3.504 2.445  0.00
H -5.285 -2.943 3.652  0.00
H -5.285 -1.167 5.367  0.00
H -3.181 0.024 5.906  0.00
H -1.113 -0.515 4.693  0.00
H 1.188 -4.744 2.379  0.00
H 1.063 -6.694 0.900  0.00
H -0.791 -6.915 -0.721  0.00
H -2.519 -5.153 -0.865  0.00
H -2.385 -3.172 0.592  0.00
Br 0.809 -1.881 -1.022  0.24

---

[2]
C48H39MnN3O2S3SbTe as an isolated structure. Source: the Open Molecules 2025 dataset; level of theory: ωB97M-V/def2-TZVPD.

energy relative to the best compared isomer or geometry (same formula, charge and spin): 0.00 kcal/mol
calculated total energy: -136607.3507 eV
largest force on an atom: 1.4 eV Å⁻¹
2S+1: 2
HOMO-LUMO gap (alpha / beta): 6.00 / 6.03 eV
lowest unoccupied orbital energy (alpha / beta): -8.53 / -8.50 eV
total charge: +3

Last column: Löwdin spin population.
Positions of all 98 atoms, in Å:
Mn -0.385 0.510 1.277  1.00
N -0.322 2.707 1.909  0.00
C 1.056 3.225 1.645  0.00
C 1.747 2.370 0.612  0.00
O 2.672 2.750 -0.088  0.00
O 1.229 1.187 0.529  0.01
H -1.001 3.297 1.454  0.00
H -0.525 2.775 2.900  0.00
H 1.647 3.160 2.557  0.00
H 1.060 4.260 1.322  0.00
S -6.827 -2.298 2.004  0.00
C -7.817 -1.991 0.659  0.00
C -7.173 -1.261 -0.287  0.00
C -5.842 -0.948 0.099  0.00
C -5.500 -1.444 1.327  0.00
C -4.215 -1.318 2.038  0.00
C -3.169 -0.603 1.459  0.01
N -1.971 -0.429 2.010  0.00
C -1.744 -0.986 3.219  0.01
C -2.710 -1.719 3.894  0.00
C -2.367 -2.280 5.178  0.00
C -1.145 -2.094 5.711  0.00
C -0.133 -1.335 5.013  0.00
C 1.162 -1.111 5.506  0.00
C 2.081 -0.393 4.772  0.00
C 1.645 0.102 3.526  0.00
N 0.434 -0.084 3.051  -0.01
C -0.451 -0.798 3.779  0.00
C 3.447 -0.138 5.250  0.00
C 3.987 -0.459 6.459  0.00
C 5.334 -0.030 6.613  0.00
C 5.798 0.607 5.511  0.00
S 4.615 0.695 4.289  0.00
C -3.959 -1.873 3.280  0.01
H -8.834 -2.370 0.637  0.00
H -7.629 -0.954 -1.222  0.00
H -5.175 -0.363 -0.537  0.00
H -3.330 -0.146 0.498  0.00
H -3.120 -2.856 5.709  0.00
H -0.901 -2.519 6.681  0.00
H 1.434 -1.516 6.476  0.00
H 2.326 0.660 2.893  0.00
H 3.445 -0.987 7.243  0.00
H 5.925 -0.182 7.508  0.00
H 6.780 1.038 5.351  0.00
H -4.735 -2.439 3.793  0.00
C -2.875 2.436 -1.459  0.00
Te -1.269 1.094 -1.092  -0.01
C -2.147 -0.204 -2.527  0.00
C -3.422 0.485 -2.963  0.00
C -4.264 -0.155 -3.873  0.00
C -5.441 0.457 -4.272  0.00
C -5.784 1.711 -3.768  0.00
C -4.953 2.349 -2.864  0.00
C -3.769 1.733 -2.455  0.00
H -2.447 3.358 -1.844  0.00
H -3.373 2.643 -0.516  0.00
H -2.335 -1.170 -2.059  0.00
H -1.420 -0.333 -3.325  0.00
H -3.997 -1.137 -4.263  0.00
H -6.095 -0.044 -4.978  0.00
H -6.703 2.195 -4.084  0.00
H -5.219 3.328 -2.471  0.00
S 0.303 2.232 -2.405  0.00
Sb 2.202 0.609 -2.385  0.00
C 1.512 -0.379 -4.103  0.00
C 1.271 -1.749 -4.079  0.00
C 0.790 -2.369 -5.227  0.00
C 0.570 -1.626 -6.380  0.00
C 0.827 -0.257 -6.399  0.00
C 1.295 0.375 -5.257  0.00
C 2.210 -0.942 -0.960  0.00
C 3.355 -1.113 -0.206  0.00
C 3.349 -2.063 0.825  0.00
C 2.206 -2.800 1.092  0.00
C 1.050 -2.612 0.329  0.00
C 1.051 -1.690 -0.707  0.00
C 4.086 1.458 -2.701  0.00
C 4.383 2.787 -2.430  0.00
C 5.684 3.208 -2.667  0.00
C 6.640 2.316 -3.146  0.00
C 6.311 0.991 -3.416  0.00
C 5.014 0.542 -3.201  0.00
H 1.469 -2.340 -3.194  0.00
H 0.600 -3.436 -5.222  0.00
H 0.205 -2.117 -7.277  0.00
H 0.670 0.317 -7.305  0.00
H 1.491 1.442 -5.277  0.00
H 4.247 -0.524 -0.397  0.00
H 4.247 -2.213 1.418  0.00
H 2.212 -3.544 1.883  0.00
H 0.171 -3.219 0.513  0.00
H 0.195 -1.632 -1.360  0.00
H 3.646 3.468 -2.037  0.00
H 5.950 4.242 -2.471  0.00
H 7.656 2.657 -3.315  0.00
H 7.057 0.303 -3.799  0.00
H 4.744 -0.488 -3.434  0.00